Molecular formula: C51H46ILaPSi2
Method: DFT, ωB97M-V with the def2-TZVPD basis set

Computed properties:
Total charge: +1
Energy: -87628.87564 eV
Spin multiplicity: 1
HOMO energy (spin up / spin down): -0.3106 / -0.3106 Eh
Relative energy (zero: lowest compared OMol25 entry of this formula, charge and spin): 160.39 kJ/mol

Cartesian coordinates (Å):
La (0.2972, 0.1150, 1.8543)
C (1.2497, 1.8550, 3.7364)
C (2.5530, 1.4636, 4.1280)
C (2.7913, 0.3394, 4.9608)
C (1.7015, -0.4960, 5.2494)
C (0.3831, -0.2191, 4.7809)
C (0.1468, 1.0158, 4.1135)
H (1.1224, 2.7114, 3.1023)
H (3.3991, 2.0218, 3.7079)
H (3.7938, 0.0903, 5.2089)
H (1.8631, -1.4190, 5.7966)
H (-0.4123, -0.9498, 4.9211)
H (-0.8818, 1.3879, 3.9785)
I (2.5484, -2.0123, 1.7158)
C (3.5377, -2.6874, -0.0696)
C (3.7075, -4.0576, -0.0517)
C (4.6478, -4.6696, -0.9122)
C (5.3907, -3.9025, -1.7528)
C (5.2014, -2.4893, -1.7819)
C (6.0462, -1.7300, -2.6465)
C (5.8763, -0.3616, -2.7738)
C (4.8884, 0.2800, -1.9727)
C (4.0197, -0.4365, -1.1620)
P (2.6481, 0.5328, -0.4803)
C (1.9680, 1.3283, -1.9848)
C (1.5219, 0.4676, -3.0025)
C (1.0018, 0.9771, -4.2024)
C (0.8950, 2.3617, -4.4246)
C (1.4407, 3.2011, -3.4496)
C (2.0106, 2.7122, -2.2564)
C (3.5206, 1.8752, 0.3584)
C (2.8070, 3.0320, 0.6778)
C (3.4532, 4.1450, 1.2238)
C (4.8105, 4.0656, 1.5728)
C (5.5064, 2.8968, 1.2974)
C (4.8826, 1.7917, 0.7011)
C (4.1990, -1.8325, -0.9925)
H (3.0531, -4.6583, 0.5759)
H (4.6974, -5.7460, -0.8878)
H (6.0993, -4.3502, -2.4476)
H (6.8143, -2.2853, -3.2113)
H (6.5086, 0.2621, -3.4128)
H (4.7719, 1.3712, -2.0038)
H (1.5791, -0.5864, -2.8517)
H (0.7663, 0.2690, -4.9829)
H (0.4387, 2.7747, -5.3178)
H (1.4912, 4.2729, -3.5816)
H (2.4623, 3.4303, -1.5733)
H (1.7383, 3.0668, 0.4251)
H (2.8729, 5.0661, 1.4150)
H (5.3316, 4.9156, 1.9769)
H (6.5328, 2.7842, 1.6119)
H (5.4408, 0.8802, 0.5294)
C (-6.4061, 1.3373, 2.5504)
Si (-4.7468, 1.9982, 3.2610)
C (-4.8059, 3.8766, 3.0601)
C (-4.6499, 1.7562, 5.1146)
C (-3.3145, 1.1333, 2.3816)
C (-2.2137, 0.6803, 1.8807)
H (-7.1839, 1.9747, 2.9513)
H (-6.6347, 0.3315, 2.8724)
H (-6.4450, 1.4132, 1.4437)
H (-5.7471, 4.2628, 3.5002)
H (-4.7282, 4.1919, 2.0062)
H (-3.9861, 4.3618, 3.5867)
H (-5.5988, 2.1129, 5.5483)
H (-3.8580, 2.4108, 5.5241)
H (-4.5067, 0.7281, 5.3498)
C (-5.8596, -3.7255, 0.5111)
C (-5.0017, -4.2306, -0.4637)
C (-3.8244, -3.5667, -0.7943)
C (-3.4262, -2.3846, -0.1093)
C (-4.2365, -2.0128, 0.9908)
C (-5.4701, -2.6250, 1.2738)
Si (-1.8277, -1.3656, -0.4852)
C (-0.8898, -2.4013, -1.7996)
C (-0.0009, -3.4588, -1.5263)
C (0.6416, -4.2138, -2.5151)
C (0.4545, -3.9023, -3.8723)
C (-0.4231, -2.8618, -4.1551)
C (-1.0778, -2.1208, -3.1561)
C (-2.5150, 0.0817, -1.5290)
C (-3.6385, -0.0454, -2.3216)
C (-4.1272, 1.0325, -3.1138)
C (-3.5345, 2.2785, -3.0188)
C (-2.4410, 2.4468, -2.1087)
C (-1.8981, 1.3354, -1.4259)
H (-6.8322, -4.2073, 0.6710)
H (-5.2979, -5.1335, -0.9936)
H (-3.2637, -3.8567, -1.6362)
H (-3.8313, -1.2424, 1.6200)
H (-6.0837, -2.1372, 2.0183)
H (0.2103, -3.7264, -0.5088)
H (1.3112, -5.0024, -2.2013)
H (0.9554, -4.4527, -4.6531)
H (-0.6416, -2.6001, -5.1906)
H (-1.7236, -1.3114, -3.5087)
H (-4.1308, -1.0161, -2.4261)
H (-4.9326, 0.8985, -3.8238)
H (-3.9512, 3.1848, -3.4956)
H (-1.9302, 3.3979, -1.9710)
H (-1.0709, 1.5045, -0.7458)

Forces on the atoms, in the same order (eV/Å):
-2.288 -1.159 -4.963
0.378 -1.803 1.851
-0.238 0.077 -0.386
-1.981 0.657 -1.399
-0.315 -0.094 -0.574
1.037 1.335 -0.029
0.615 1.246 3.116
-0.178 0.509 -0.010
-0.285 -0.101 0.398
0.547 -0.220 0.429
0.016 0.089 -0.005
0.001 0.339 0.255
0.247 -0.493 -0.427
0.908 -1.091 -0.192
-0.032 -0.721 0.182
-0.333 0.763 -0.140
-0.678 -0.013 0.088
-0.154 0.292 0.108
0.377 0.107 -0.490
-0.330 0.455 -0.260
0.047 -0.100 0.777
-0.092 -0.456 -0.436
0.625 0.223 -0.162
-0.907 0.336 0.017
0.472 0.604 -0.803
-0.401 1.272 -0.149
0.402 0.217 0.342
0.552 -0.517 0.983
0.280 -0.179 0.504
-0.624 -0.489 -0.555
0.739 0.050 0.319
0.024 0.269 0.148
-0.303 0.160 0.486
-0.627 -0.207 -0.787
-0.248 -0.770 0.224
-0.499 0.787 0.343
0.386 -0.446 0.133
0.437 0.020 0.087
0.224 -0.120 -0.118
-0.046 0.133 0.257
-0.486 0.480 0.251
-0.189 -0.416 0.194
0.067 -0.512 -0.299
-0.089 -0.727 -0.030
-0.355 -0.009 -0.013
0.144 -0.151 0.055
-0.196 0.055 -0.228
-0.169 -0.273 -0.267
0.370 0.226 0.124
0.455 -0.596 -0.118
-0.013 0.157 0.192
0.179 0.167 -0.096
0.011 0.122 -0.071
0.943 0.526 -0.193
-0.853 -0.167 -0.786
0.116 -0.030 -0.483
-0.136 1.117 -0.325
3.800 -0.837 -1.234
-2.962 1.851 2.418
-0.299 0.235 0.087
0.041 -0.396 -0.080
0.105 -0.165 0.634
0.398 -0.269 -0.313
-0.226 -0.084 0.350
0.124 0.015 0.111
0.255 -0.221 -0.108
-0.190 -0.524 -0.072
0.220 -0.783 0.522
-0.250 -0.008 0.363
-0.144 0.089 -0.057
-0.461 1.523 0.933
-0.296 -1.008 0.857
0.257 -0.560 -0.675
0.924 0.432 -0.748
0.236 -0.324 0.213
0.123 -0.123 -0.393
-0.018 -0.030 -0.515
-0.172 0.726 -0.157
-0.410 0.246 1.067
-0.193 0.274 -0.269
0.365 -0.322 -0.687
0.633 0.117 0.991
-0.671 0.485 -1.377
0.610 -0.475 0.475
0.908 0.894 1.461
0.196 -1.022 -0.451
-1.509 0.977 -0.988
0.453 0.194 0.027
0.114 0.193 -0.044
0.714 -0.670 -0.855
-0.398 0.414 0.197
-0.226 -0.415 0.167
-0.033 -0.070 0.566
0.045 -0.135 -0.101
0.004 -0.060 -0.081
0.153 -0.083 0.134
0.149 -0.289 0.351
0.101 0.263 0.169
-0.167 -0.182 0.192
0.309 -0.792 0.028
-0.366 0.047 -0.175
0.203 -0.062 -0.003